Molecular formula: C2H3OS2
Method: DFT, ωB97M-V/def2-TZVPD

Cartesian coordinates (Å):
S (-2.07769, -1.50153, -0.45849)
O (-2.69211, 0.77343, 0.89126)
H (1.07385, 0.04278, 0.88688)
H (0.83601, -0.75575, -0.68557)
S (1.27360, 1.71209, -0.79376)
H (2.53538, -0.17558, 0.07124)
C (-2.38609, -0.10912, 0.17686)
C (1.43706, 0.01369, -0.08842)

Atoms 1-2, force components in eV/Å:
S 0.128 0.168 -0.598
O 0.691 -1.294 -2.062

HOMO-LUMO gap = 4.90 eV
Net charge = -1
Energy relative to the best compared isomer or geometry (same formula, charge and spin) = 30.5 kcal/mol